C6H12 in the gas phase in a non-equilibrium geometry. Source: the Open Molecules 2025 dataset; level of theory: the ωB97M-V functional and the def2-TZVPD basis.

## Properties
SMILES string = C=C(CC)CC
LUMO energy = 0.0401 Eh
relative energy (zero: lowest compared OMol25 entry of this formula, charge and spin) = 145.8 kJ/mol
HOMO level = -8.86 eV
E_tot = -6415.42910 eV

```
! wB97M-V def2-TZVPD RIJCOSX def2/J DEFGRID3
* xyz 0 1
C -0.35 0.70 -1.11
C -0.04 -0.01 -0.03
C 0.96 -1.18 -0.13
C 1.26 -1.58 -1.54
C -0.31 0.61 1.33
C -1.56 1.45 1.46
H -0.22 0.35 -2.12
H -0.59 1.76 -1.05
H 1.77 -0.81 0.48
H 0.46 -1.94 0.48
H 0.40 -1.79 -2.17
H 1.85 -0.81 -2.05
H 1.97 -2.42 -1.55
H -0.29 -0.08 2.18
H 0.61 1.21 1.37
H -2.39 0.97 0.95
H -1.80 1.83 2.45
H -1.52 2.39 0.89
*
```

=====

A 2-piece molecular cluster, C6H12 overall. Source: the Open Molecules 2025 dataset; level of theory: the ωB97M-V functional and the def2-TZVPD basis.

## Properties
SMILES string = C/C=C/C.C=C
LUMO energy = 0.0466 Eh
relative energy (zero: lowest compared OMol25 entry of this formula, charge and spin) = 180.3 kJ/mol
HOMO level = -9.04 eV
E_tot = -6415.07211 eV

```
! wB97M-V def2-TZVPD RIJCOSX def2/J DEFGRID3
* xyz 0 1
C 0.10 -1.03 2.37
C 0.12 -0.91 0.88
C 1.20 -0.58 0.18
C 1.30 -0.52 -1.32
H 1.05 -0.68 2.80
H -0.02 -2.08 2.67
H -0.72 -0.47 2.84
H -0.82 -1.10 0.36
H 2.12 -0.36 0.73
H 1.97 -1.32 -1.68
H 1.74 0.43 -1.65
H 0.33 -0.64 -1.80
C -1.47 1.45 -1.72
C -1.33 1.65 -0.41
H -0.61 1.49 -2.39
H -2.43 1.24 -2.17
H -0.36 1.83 0.04
H -2.17 1.59 0.27
*
```

=====

C6H12B2F11N2O6Tl as an isolated structure in a non-equilibrium geometry. Source: the Open Molecules 2025 dataset; level of theory: the ωB97M-V functional and the def2-TZVPD basis.

## Properties
LUMO energy (spin up / spin down) = -0.3700 / -0.3858 Eh
HOMO level (spin up / spin down) = -13.24 / -13.57 eV
E_tot = -57607.43740 eV
expectation value of S² = 1.7727

```
! wB97M-V def2-TZVPD RIJCOSX def2/J DEFGRID3
* xyz 1 2
Tl -0.08 0.76 0.10
C 2.05 -1.01 -2.45
O 1.14 0.14 -2.53
O 2.00 -1.37 -1.08
C 2.03 -2.14 -3.59
F 2.65 -1.61 -4.63
F 2.73 -3.28 -3.26
F 0.82 -2.54 -4.02
C 0.61 0.44 -3.77
C -0.45 1.48 -3.57
H -0.98 1.52 -4.52
H -1.19 1.19 -2.83
H -0.02 2.48 -3.56
H 0.04 -0.41 -4.15
H 1.30 0.74 -4.56
H 3.02 -0.56 -2.66
B 3.57 0.69 1.34
F 4.03 -0.55 1.38
F 3.73 1.15 0.07
F 2.19 0.73 1.63
F 4.29 1.55 2.08
B 0.35 -2.63 2.10
F 1.42 -1.80 2.46
F 0.93 -3.51 1.24
F -0.18 -3.41 3.08
F -0.48 -1.78 1.48
C -4.55 1.75 -0.50
N -4.13 0.99 0.74
O -2.91 0.84 0.97
O -5.04 0.47 1.40
H -5.53 1.47 -0.87
H -3.71 1.71 -1.20
H -4.63 2.74 -0.07
C -0.40 0.40 5.43
N -1.02 0.77 4.10
O -0.45 0.70 2.97
O -2.20 1.17 4.23
H 0.59 0.85 5.48
H -0.45 -0.68 5.28
H -1.09 0.56 6.26
*
```

=====

A 3-piece molecular cluster, C6H12Br6 overall in a non-equilibrium geometry. Source: the Open Molecules 2025 dataset; level of theory: the ωB97M-V functional and the def2-TZVPD basis.

## Properties
SMILES string = BrCCBr.BrCCBr.BrCCBr
LUMO energy = 0.0069 Eh
relative energy (zero: lowest compared OMol25 entry of this formula, charge and spin) = 81.5 kJ/mol
HOMO level = -10.03 eV
E_tot = -426671.25914 eV

```
! wB97M-V def2-TZVPD RIJCOSX def2/J DEFGRID3
* xyz 0 1
Br 19.66 -9.35 -13.98
C 20.92 -8.98 -12.47
C 20.49 -7.61 -11.77
Br 21.60 -7.14 -10.18
H 21.90 -9.08 -12.94
H 20.90 -9.83 -11.80
H 19.50 -7.70 -11.32
H 20.45 -6.74 -12.42
Br 15.40 -12.07 -15.10
C 17.11 -11.82 -14.07
C 17.83 -13.19 -14.16
Br 18.80 -13.24 -15.85
H 16.83 -11.58 -13.05
H 17.60 -11.00 -14.60
H 17.18 -14.07 -14.07
H 18.57 -13.25 -13.37
Br 16.95 -4.90 -13.94
C 16.40 -6.31 -12.58
C 16.34 -7.72 -13.29
Br 16.06 -9.12 -11.93
H 15.45 -5.99 -12.16
H 17.17 -6.29 -11.81
H 17.37 -7.75 -13.64
H 15.58 -7.81 -14.06
*
```

=====

C6H12BrO4P as an isolated structure in a non-equilibrium geometry. Source: the Open Molecules 2025 dataset; level of theory: the ωB97M-V functional and the def2-TZVPD basis.

## Properties
LUMO energy (spin up / spin down) = 0.0007 / 0.0113 Eh
relative energy (zero: lowest compared OMol25 entry of this formula, charge and spin) = 304.2 kJ/mol
HOMO level (spin up / spin down) = -7.82 / -7.69 eV
E_tot = -93934.21898 eV

```
! wB97M-V def2-TZVPD RIJCOSX def2/J DEFGRID3
* xyz 0 1
C 0.39 0.83 1.09
C -0.75 -1.43 0.92
C 0.00 1.64 2.27
C 2.64 1.55 0.81
C -2.79 -0.85 -2.18
C 1.02 -2.04 -1.32
O -0.39 1.18 -0.11
O 1.67 0.50 0.82
O -2.04 0.08 -1.41
O 0.27 -0.86 -1.55
P -0.79 -0.31 -0.49
Br -2.29 -0.98 1.94
H 0.71 1.47 3.08
H -1.00 1.36 2.61
H -0.03 2.71 2.02
H 2.39 2.31 0.07
H 3.58 1.07 0.54
H 2.74 2.00 1.80
H -3.71 -0.34 -2.45
H -3.02 -1.75 -1.60
H -2.24 -1.13 -3.08
H 2.07 -1.82 -1.49
H 0.69 -2.81 -2.02
H 0.88 -2.39 -0.29
*
```

=====

C6H12CdO14S2 as an isolated structure in a non-equilibrium geometry. Source: the Open Molecules 2025 dataset; level of theory: the ωB97M-V functional and the def2-TZVPD basis.

## Properties
LUMO energy = 0.0496 Eh
relative energy (zero: lowest compared OMol25 entry of this formula, charge and spin) = 629.9 kJ/mol
HOMO level = -1.32 eV
E_tot = -61309.94853 eV

```
! wB97M-V def2-TZVPD RIJCOSX def2/J DEFGRID3
* xyz -2 1
Cd -0.52 -2.86 0.18
S -0.90 -5.09 3.73
O 0.06 -5.14 2.69
O -0.27 -4.57 4.95
O -1.77 -4.12 3.14
O -1.52 -6.38 3.90
S -1.39 -3.88 -3.95
O -0.83 -5.10 -4.46
O -2.27 -3.22 -4.88
O -2.06 -4.16 -2.74
O -0.33 -3.06 -3.32
C 4.47 3.08 2.22
O 3.49 2.02 1.98
C 3.49 1.29 0.86
O 2.96 0.22 0.74
O 4.16 1.88 -0.10
C 4.58 1.10 -1.22
H 4.47 3.18 3.31
H 4.13 4.03 1.81
H 5.51 2.80 2.05
H 5.60 0.78 -1.02
H 4.58 1.72 -2.12
H 3.99 0.21 -1.41
C -4.83 2.08 1.28
O -4.25 2.60 0.10
C -3.31 1.98 -0.52
O -2.78 0.95 -0.21
O -2.93 2.75 -1.53
C -1.85 2.30 -2.32
H -5.32 1.18 0.89
H -5.64 2.70 1.66
H -4.04 2.07 2.03
H -2.10 1.41 -2.90
H -0.91 2.11 -1.81
H -1.68 3.14 -3.00
*
```

=====

C6H12Cl as an isolated structure in a non-equilibrium geometry. Source: the Open Molecules 2025 dataset; level of theory: the ωB97M-V functional and the def2-TZVPD basis.

## Properties
LUMO energy (spin up / spin down) = 0.0347 / -0.0360 Eh
relative energy (zero: lowest compared OMol25 entry of this formula, charge and spin) = 37.9 kJ/mol
HOMO level (spin up / spin down) = -8.39 / -10.80 eV
E_tot = -18937.24503 eV
expectation value of S² = 0.7548

```
! wB97M-V def2-TZVPD RIJCOSX def2/J DEFGRID3
* xyz 0 2
Cl -1.43 -2.13 0.20
H -1.50 -0.79 0.20
C -1.02 0.54 0.20
C -1.56 1.05 -1.13
C -2.14 2.47 -1.07
C -1.79 3.27 0.20
C -2.14 2.47 1.47
C -1.56 1.05 1.53
H 0.05 0.30 0.20
H -0.72 1.02 -1.86
H -2.34 0.40 -1.58
H -1.80 3.05 -1.95
H -3.24 2.44 -1.12
H -0.72 3.55 0.20
H -2.35 4.22 0.20
H -1.80 3.05 2.35
H -3.24 2.44 1.52
H -2.34 0.40 1.98
H -0.72 1.02 2.26
*
```

=====

C6H12Cl6F8Mg3N4O16S8 as an isolated structure in a non-equilibrium geometry. Source: the Open Molecules 2025 dataset; level of theory: the ωB97M-V functional and the def2-TZVPD basis.

## Properties
LUMO energy = -0.3323 Eh
relative energy (zero: lowest compared OMol25 entry of this formula, charge and spin) = 180.5 kJ/mol
HOMO level = -13.82 eV
E_tot = -245003.38599 eV

```
! wB97M-V def2-TZVPD RIJCOSX def2/J DEFGRID3
* xyz 2 1
Mg 5.01 0.32 -1.37
Mg -1.64 -0.69 4.92
Mg 0.46 0.32 0.55
N 0.91 1.29 -0.90
S 0.63 1.41 -2.44
O 1.51 0.68 -3.36
O -0.01 2.58 -3.02
F -0.67 0.55 -2.38
S 2.23 2.32 -1.03
O 2.14 3.68 -1.45
O 3.50 1.65 -1.23
F 2.41 2.46 0.61
N -0.26 0.39 4.49
S -0.13 1.92 4.42
O -0.20 2.42 3.04
O 0.66 2.59 5.47
F -1.67 2.09 4.91
S 1.29 0.26 3.75
O 2.50 0.60 4.53
O 1.35 0.30 2.24
F 1.30 -1.34 3.83
N 4.30 -1.01 -0.42
S 4.86 -1.90 0.70
O 5.59 -3.08 0.32
O 4.22 -1.85 2.00
F 6.06 -0.89 1.01
S 2.84 -1.93 -0.46
O 1.65 -1.26 0.07
O 2.92 -3.41 -0.31
F 2.48 -1.79 -2.01
N -1.16 -0.34 1.04
S -1.93 -1.50 1.68
O -2.96 -2.26 1.02
O -1.95 -1.37 3.14
F -0.65 -2.43 1.52
S -2.64 0.54 0.95
O -3.25 0.83 2.28
O -3.42 0.41 -0.31
F -1.85 1.91 0.65
Cl 0.13 -6.76 -0.96
C 0.85 -5.94 -2.45
C -0.06 -4.80 -2.87
Cl -0.28 -3.48 -1.72
H 0.89 -6.66 -3.27
H 1.84 -5.53 -2.25
H -1.06 -5.10 -3.20
H 0.37 -4.28 -3.73
Cl -0.10 4.80 0.83
C -1.54 5.73 0.89
C -1.10 7.15 0.45
Cl -0.13 7.89 1.73
H -2.02 5.62 1.86
H -2.21 5.14 0.27
H -1.95 7.81 0.28
H -0.46 6.95 -0.41
Cl -2.14 -1.43 -4.46
C -2.99 -1.99 -2.97
C -4.34 -1.24 -2.72
Cl -5.51 -1.66 -4.03
H -2.38 -1.83 -2.08
H -3.16 -3.06 -3.07
H -4.28 -0.15 -2.75
H -4.81 -1.63 -1.82
*
```

=====

C6H12Cl7O4Pd as an isolated structure in a non-equilibrium geometry. Source: the Open Molecules 2025 dataset; level of theory: the ωB97M-V functional and the def2-TZVPD basis.

## Properties
LUMO energy (spin up / spin down) = -0.1840 / -0.3723 Eh
HOMO level (spin up / spin down) = -12.68 / -12.68 eV
E_tot = -105723.66985 eV
expectation value of S² = 2.0042

```
! wB97M-V def2-TZVPD RIJCOSX def2/J DEFGRID3
* xyz 1 3
Pd 2.83 -2.74 -0.74
Cl 1.08 -0.86 1.35
O 2.40 -0.34 1.61
O 0.69 -1.78 2.36
O 0.15 0.22 1.23
O 1.03 -1.58 0.05
Cl -2.18 -4.80 1.91
C -1.98 -3.45 0.79
C -3.21 -3.23 -0.08
Cl -2.97 -1.78 -1.09
H -1.07 -3.64 0.23
H -1.83 -2.49 1.29
H -4.07 -3.07 0.56
H -3.39 -4.06 -0.76
Cl -1.42 -0.44 -4.13
C -1.02 1.15 -3.42
C -0.94 1.08 -1.91
Cl -0.80 2.79 -1.37
H -1.85 1.80 -3.69
H -0.07 1.51 -3.81
H -0.08 0.53 -1.52
H -1.79 0.59 -1.43
Cl 2.83 4.43 -0.06
C 2.30 3.09 0.88
C 2.70 3.04 2.34
Cl 4.38 2.70 2.65
H 2.57 2.09 0.46
H 1.21 2.98 0.65
H 2.01 2.32 2.79
H 2.48 3.97 2.86
*
```

=====

C6H12ClFeO16S3 as an isolated structure in a non-equilibrium geometry. Source: the Open Molecules 2025 dataset; level of theory: the ωB97M-V functional and the def2-TZVPD basis.

## Properties
LUMO energy (spin up / spin down) = -0.3074 / -0.3210 Eh
relative energy (zero: lowest compared OMol25 entry of this formula, charge and spin) = 440.3 kJ/mol
HOMO level (spin up / spin down) = -12.93 / -12.93 eV
E_tot = -118569.49715 eV
expectation value of S² = 6.0070

```
! wB97M-V def2-TZVPD RIJCOSX def2/J DEFGRID3
* xyz 1 5
Fe -2.87 2.36 3.08
Cl -0.06 1.32 2.10
O -1.39 0.84 1.76
O 0.70 1.82 1.04
O -0.40 2.46 2.98
O 0.71 0.33 2.78
C -0.35 1.78 -2.40
C -1.82 2.00 -2.03
O -2.03 0.84 -1.22
S -1.29 -0.50 -1.85
O -2.29 -1.15 -2.64
O -0.54 -1.26 -0.87
O -0.32 0.40 -2.79
H 0.38 1.94 -1.61
H -0.07 2.36 -3.28
H -2.61 2.23 -2.74
H -1.74 2.91 -1.42
C -2.72 -2.18 1.55
C -1.52 -2.97 2.12
O -1.26 -2.21 3.33
S -2.55 -1.62 4.06
O -2.42 -0.20 4.28
O -2.95 -2.47 5.14
O -3.48 -1.87 2.76
H -3.41 -2.69 0.88
H -2.47 -1.27 1.01
H -0.56 -2.80 1.63
H -1.66 -3.97 2.53
C 4.10 -0.71 -1.52
C 2.93 0.10 -1.02
O 2.79 1.26 -1.86
S 4.10 1.46 -2.80
O 4.71 2.71 -2.50
O 3.76 1.03 -4.14
O 4.94 0.29 -2.10
H 3.78 -1.29 -2.39
H 4.65 -1.31 -0.81
H 3.22 0.51 -0.05
H 2.02 -0.50 -1.01
*
```

=====

E_tot of number 3 (C6H12B2F11N2O6Tl)? -57607.43740 eV

=====

The lowest E_tot belongs to which entry? C6H12Br6

=====

Look up the E_tot of the eighth one. -245003.38599 eV

=====

Please write out number 2 again, unchanged.
A 2-piece molecular cluster, C6H12 overall. Source: the Open Molecules 2025 dataset; level of theory: the ωB97M-V functional and the def2-TZVPD basis.

## Properties
SMILES string = C/C=C/C.C=C
LUMO energy = 0.0466 Eh
relative energy (zero: lowest compared OMol25 entry of this formula, charge and spin) = 180.3 kJ/mol
HOMO level = -9.04 eV
E_tot = -6415.07211 eV

```
! wB97M-V def2-TZVPD RIJCOSX def2/J DEFGRID3
* xyz 0 1
C 0.10 -1.03 2.37
C 0.12 -0.91 0.88
C 1.20 -0.58 0.18
C 1.30 -0.52 -1.32
H 1.05 -0.68 2.80
H -0.02 -2.08 2.67
H -0.72 -0.47 2.84
H -0.82 -1.10 0.36
H 2.12 -0.36 0.73
H 1.97 -1.32 -1.68
H 1.74 0.43 -1.65
H 0.33 -0.64 -1.80
C -1.47 1.45 -1.72
C -1.33 1.65 -0.41
H -0.61 1.49 -2.39
H -2.43 1.24 -2.17
H -0.36 1.83 0.04
H -2.17 1.59 0.27
*
```